Entry 1:
C21H28N4O2S | wB97M-V/def2-TZVPD

Output
**HOMO-LUMO gap**: 8.4 eV
**Total energy**: -43121.6131 eV
**ΔE to the lowest compared entry with this formula, charge and spin**: 234.4 kJ/mol
**SMILES**: COc1ccc(NC(=S)N(CCCN2CCOCC2)Cc2ccccn2)cc1
**Highest occupied orbital energy**: -7.84 eV

The geometry in ORCA input format:
```
! RIJCOSX wB97M-V def2-TZVPD def2/J DEFGRID3
* xyz 0 1
C 6.0585 0.3822 -1.9467
O 5.9329 -0.5947 -0.9432
C 4.6846 -1.0314 -0.6143
C 3.5042 -0.5747 -1.1871
C 2.2877 -1.0749 -0.7585
C 2.2272 -2.0345 0.2423
N 0.9963 -2.5595 0.6787
C -0.2095 -1.9211 0.5912
S -1.5442 -2.8034 0.1610
N -0.2566 -0.6084 0.9248
C -1.4959 0.1134 0.6949
C -1.7476 0.3754 -0.7910
C -3.0482 1.1533 -0.9897
N -4.1690 0.5429 -0.3004
C -4.5743 -0.7287 -0.8812
C -5.6985 -1.3287 -0.0397
O -6.8082 -0.4631 0.0447
C -6.4182 0.7734 0.5876
C -5.3186 1.4290 -0.2481
C 0.6804 -0.0766 1.8971
C 1.7710 0.8226 1.3636
C 1.5342 1.8385 0.4443
C 2.5967 2.6293 0.0410
C 3.8524 2.3888 0.5751
C 3.9800 1.3645 1.5007
N 2.9710 0.6071 1.8866
C 3.4119 -2.5136 0.7947
C 4.6236 -2.0163 0.3733
H 5.5372 1.3060 -1.6754
H 5.6806 0.0217 -2.9091
H 7.1256 0.5815 -2.0324
H 3.5126 0.1695 -1.9678
H 1.3758 -0.7230 -1.2174
H 0.9187 -3.5686 0.6567
H -2.3411 -0.4645 1.0838
H -1.4486 1.0614 1.2314
H -1.7932 -0.5768 -1.3182
H -0.9267 0.9522 -1.2229
H -3.2420 1.2598 -2.0731
H -2.9252 2.1584 -0.5728
H -3.7330 -1.4204 -0.8738
H -4.9245 -0.5977 -1.9209
H -6.0618 -2.2533 -0.4899
H -5.3145 -1.5411 0.9690
H -7.3125 1.3992 0.6070
H -6.0475 0.6307 1.6145
H -5.0223 2.3715 0.2191
H -5.7127 1.6435 -1.2583
H 1.1742 -0.9008 2.4177
H 0.1078 0.4901 2.6420
H 0.5439 2.0082 0.0545
H 2.4449 3.4251 -0.6746
H 4.7055 2.9856 0.2908
H 4.9332 1.1359 1.9584
H 3.3739 -3.2740 1.5597
H 5.5480 -2.3708 0.7998
*
```

***

Entry 2:
C21H29AuN3 | wB97M-V/def2-TZVPD

Output
**HOMO-LUMO gap (spin up / spin down)**: 8.2 / 5.0 eV
**Total energy**: -30400.1299 eV
**Highest occupied orbital energy (spin up / spin down)**: -11.55 / -12.29 eV

The geometry in ORCA input format:
```
! RIJCOSX wB97M-V def2-TZVPD def2/J DEFGRID3
* xyz 1 3
Au 0.6247 0.0716 1.7723
C 1.1946 0.1026 -0.2274
C 0.1851 -0.9124 -0.4436
C -0.9972 -0.2169 -0.9530
C -0.6060 1.1062 -1.2053
C 0.7145 1.3378 -0.8016
C 1.5347 2.5552 -1.0441
C 0.6861 3.8317 -0.9972
C 2.1000 2.3913 -2.4756
C 2.7059 2.6722 -0.0645
C -2.4284 -0.6159 -1.2184
C -2.5850 -0.7920 -2.7481
C -2.9202 -1.8717 -0.4988
C -3.3746 0.5236 -0.7795
C 0.5700 -2.3741 -0.4650
C 0.1640 -3.0150 -1.8031
C -0.0363 -3.1467 0.7209
C 2.0936 -2.5512 -0.3575
H 2.2500 -0.1152 -0.2621
H -1.2336 1.8565 -1.6470
H -0.0794 3.8280 -1.7676
H 1.3260 4.6938 -1.1665
H 0.2084 3.9406 -0.0265
H 1.2980 2.2906 -3.2021
H 2.7419 1.5160 -2.5427
H 2.6861 3.2709 -2.7248
H 2.3456 2.7705 0.9582
H 3.2948 3.5535 -0.3065
H 3.3672 1.8107 -0.1209
H -1.9101 -1.5501 -3.1345
H -2.3817 0.1402 -3.2684
H -3.6060 -1.0941 -2.9681
H -2.4250 -2.7764 -0.8320
H -3.9816 -2.0044 -0.6962
H -2.8002 -1.7607 0.5774
H -3.2606 1.4223 -1.3757
H -3.2152 0.7724 0.2670
H -4.4048 0.1955 -0.8931
H -0.9071 -3.0528 -1.9509
H 0.5350 -4.0359 -1.8353
H 0.6118 -2.4698 -2.6312
H -1.1152 -3.0812 0.7636
H 0.3682 -2.7611 1.6570
H 0.2405 -4.1940 0.6319
H 2.6080 -2.0719 -1.1877
H 2.3258 -3.6122 -0.4032
H 2.4835 -2.1722 0.5850
N 0.2569 0.2222 3.6805
C 0.3181 0.5176 4.8030
C 0.4084 0.8085 6.1307
C -0.6340 1.4234 6.8366
N -1.4770 1.9275 7.4301
C 1.5844 0.4780 6.8218
N 2.5466 0.2169 7.3892
*
```

***

Entry 3:
C21H29ClN2O5S | wB97M-V/def2-TZVPD

Output
**HOMO-LUMO gap**: 9.3 eV
**Total energy**: -58824.1667 eV
**ΔE to the lowest compared entry with this formula, charge and spin**: 14.6 kJ/mol
**SMILES**: C[C@H](OC(=O)c1ccc(Cl)c(S(=O)(=O)N2CCCC2)c1)C(=O)N[C@H]1CCCC[C@@H]1C
**Highest occupied orbital energy**: -9.47 eV

The geometry in ORCA input format:
```
! RIJCOSX wB97M-V def2-TZVPD def2/J DEFGRID3
* xyz 0 1
C 0.3730 -1.7946 3.5617
C -0.1883 -0.7078 2.6502
O -0.4635 -1.1743 1.3176
C 0.4268 -1.8021 0.5678
O 1.5926 -1.9868 0.8527
C -0.1621 -2.2667 -0.7163
C 0.6698 -2.9001 -1.6400
C 0.1718 -3.3463 -2.8476
C -1.1758 -3.1608 -3.1408
Cl -1.8196 -3.6910 -4.6270
C -2.0087 -2.5389 -2.2212
S -3.7567 -2.3068 -2.5926
O -4.3235 -3.5670 -2.9643
O -4.3288 -1.6061 -1.4788
N -3.6333 -1.3361 -3.9480
C -3.6209 0.0973 -3.6762
C -4.7131 0.7175 -4.5626
C -5.5971 -0.4751 -4.9273
C -4.5710 -1.6001 -5.0299
C -1.5106 -2.0916 -1.0163
C 0.6850 0.5707 2.6952
O 0.2406 1.5816 3.1993
N 1.9154 0.4275 2.1909
C 2.9070 1.4941 2.1379
C 2.4003 2.6572 1.2800
C 3.4549 3.7530 1.1835
C 3.8231 4.2478 2.5775
C 4.3302 3.0905 3.4310
C 3.2829 1.9821 3.5456
C 3.8075 0.8312 4.4007
H 0.4355 -1.4039 4.5741
H 1.3617 -2.1121 3.2412
H -0.2897 -2.6578 3.5577
H -1.1801 -0.4057 3.0049
H 1.7113 -3.0344 -1.3891
H 0.8101 -3.8351 -3.5659
H -3.8289 0.2476 -2.6149
H -2.6294 0.4993 -3.9029
H -4.2682 1.1395 -5.4645
H -5.2580 1.5017 -4.0424
H -6.2957 -0.6907 -4.1181
H -6.1514 -0.3261 -5.8512
H -4.9881 -2.5974 -4.9030
H -4.0262 -1.5503 -5.9789
H -2.1852 -1.6134 -0.3242
H 2.1652 -0.4659 1.7839
H 3.7961 1.0596 1.6672
H 2.1448 2.2858 0.2843
H 1.4946 3.0556 1.7381
H 3.0722 4.5786 0.5806
H 4.3469 3.3611 0.6879
H 4.5894 5.0228 2.5093
H 2.9411 4.6852 3.0490
H 4.5833 3.4504 4.4301
H 5.2402 2.6809 2.9843
H 2.3808 2.3886 4.0103
H 4.6899 0.3860 3.9438
H 3.0504 0.0596 4.5159
H 4.0793 1.1922 5.3898
*
```

***

Entry 4:
C21H29ClN4O2 | wB97M-V/def2-TZVPD

Output
**HOMO-LUMO gap**: 8.3 eV
**Total energy**: -44826.6822 eV
**ΔE to the lowest compared entry with this formula, charge and spin**: 0.0 kJ/mol
**SMILES**: O=C1CCCN1CC(=O)N1CCC[C@@H](N2CCN(c3cccc(Cl)c3)CC2)C1
**Highest occupied orbital energy**: -7.61 eV

The geometry in ORCA input format:
```
! RIJCOSX wB97M-V def2-TZVPD def2/J DEFGRID3
* xyz 0 1
O 1.8677 -2.1559 -0.0657
C 3.0545 -2.4076 0.0270
C 3.6898 -3.5611 0.7837
C 5.1514 -3.1399 0.9300
C 5.3755 -2.1761 -0.2412
N 4.0433 -1.7165 -0.5663
C 3.8069 -0.5223 -1.3401
C 3.9048 0.6865 -0.3959
O 4.8747 0.7921 0.3367
N 2.9040 1.5908 -0.3907
C 2.7868 2.4762 0.7549
C 1.7169 1.9258 1.6995
C 0.3819 1.7437 0.9755
C 0.5776 0.8621 -0.2704
N -0.5722 0.5735 -1.0965
C -1.2315 -0.6990 -0.9048
C -2.3466 -0.6270 0.1437
N -3.3115 0.3819 -0.2461
C -4.6543 0.2388 0.0243
C -5.4604 1.3145 0.4206
C -6.8161 1.1505 0.6236
C -7.4250 -0.0804 0.4536
C -6.6306 -1.1454 0.0629
Cl -7.3551 -2.7018 -0.1744
C -5.2768 -1.0046 -0.1566
C -2.7057 1.6880 -0.3708
C -1.5352 1.6106 -1.3733
C 1.6704 1.5269 -1.1373
H 3.1855 -3.7304 1.7329
H 3.5823 -4.4629 0.1768
H 5.8380 -3.9835 0.9024
H 5.2926 -2.6106 1.8726
H 6.0040 -1.3264 0.0309
H 5.8135 -2.6840 -1.1107
H 4.5734 -0.4408 -2.1157
H 2.8224 -0.6286 -1.7921
H 3.7571 2.5194 1.2509
H 2.5159 3.4762 0.4034
H 1.5952 2.6029 2.5467
H 2.0552 0.9601 2.0811
H -0.3350 1.2830 1.6571
H -0.0030 2.7233 0.6814
H 0.9758 -0.1054 0.0531
H -0.4919 -1.4487 -0.6237
H -1.6768 -0.9856 -1.8646
H -2.8285 -1.5965 0.2428
H -1.9113 -0.3646 1.1213
H -5.0261 2.2859 0.5948
H -7.4104 1.9972 0.9343
H -8.4816 -0.2121 0.6179
H -4.7111 -1.8587 -0.4914
H -3.4382 2.3907 -0.7697
H -2.3539 2.0581 0.6040
H -1.0336 2.5775 -1.4236
H -1.9623 1.3973 -2.3609
H 1.7864 0.9887 -2.0750
H 1.3812 2.5542 -1.3824
*
```

***

Entry 5:
C21H29ClN4PtSSe2 | wB97M-V/def2-TZVPD

Output
**HOMO-LUMO gap (spin up / spin down)**: 6.3 / 6.3 eV
**Total energy**: -185489.9899 eV
**ΔE to the lowest compared entry with this formula, charge and spin**: 232.5 kJ/mol
**Highest occupied orbital energy (spin up / spin down)**: -13.71 / -13.71 eV

The geometry in ORCA input format:
```
! RIJCOSX wB97M-V def2-TZVPD def2/J DEFGRID3
* xyz 2 1
Pt -1.2588 0.6104 -0.0536
C 2.5270 -2.7447 4.9078
C 1.4208 -2.6634 3.8729
N 1.9569 -2.3721 2.5485
C 1.6823 -1.2929 1.7997
S 2.8157 -1.1799 0.4305
N 0.8259 -0.4335 2.2689
N 0.3318 0.5917 1.5048
C 0.5574 1.7813 1.9677
C 1.6475 2.1158 2.9190
C -0.4269 2.8171 1.6099
C -0.4217 4.1043 2.1258
C -1.5148 4.9240 1.8874
C -2.5846 4.4359 1.1512
C -2.5133 3.1544 0.6332
N -1.4527 2.3770 0.8455
H 2.1051 -2.9740 5.8847
H 3.2422 -3.5307 4.6658
H 3.0670 -1.8014 4.9793
H 0.8754 -3.6078 3.8078
H 0.7047 -1.8794 4.1138
H 2.6528 -3.0024 2.1799
H 2.3098 1.2651 3.0449
H 2.2160 2.9610 2.5286
H 1.2562 2.3964 3.8975
H 0.4082 4.4479 2.7227
H -1.5412 5.9230 2.2972
H -3.4640 5.0344 0.9654
H -3.3162 2.7225 0.0491
C -1.4397 3.5395 -2.3157
Se -1.1501 1.6207 -2.3452
C -2.9447 1.0124 -2.8130
C -2.8737 -0.5026 -2.9056
Se -1.9095 -1.3781 -1.4090
C -3.3913 -2.1870 -0.4393
H -2.3119 3.7948 -1.7276
H -1.5704 3.8499 -3.3496
H -0.5447 3.9983 -1.9015
H -3.2664 1.4505 -3.7590
H -3.6108 1.3529 -2.0235
H -2.3195 -0.8347 -3.7821
H -3.8774 -0.9243 -2.9516
H -3.6786 -3.0730 -0.9980
H -4.2161 -1.4891 -0.3351
H -3.0012 -2.4668 0.5364
Cl 0.5802 -3.5651 -0.6384
C 1.4588 -3.0208 -2.0522
C 1.6545 -3.9214 -3.0826
C 2.3501 -3.5108 -4.2113
C 2.8300 -2.2144 -4.3026
C 2.6244 -1.3259 -3.2576
C 1.9400 -1.7121 -2.1102
C 1.7387 -0.7537 -0.9749
H 1.2720 -4.9277 -2.9980
H 2.5203 -4.2140 -5.0144
H 3.3690 -1.8960 -5.1831
H 3.0079 -0.3154 -3.3261
H 1.9299 0.2737 -1.2845
H 0.7218 -0.8397 -0.6006
*
```

***

Entry 6:
C21H29CoF3N2OSSi | wB97M-V/def2-TZVPD

Output
**HOMO-LUMO gap (spin up / spin down)**: 3.4 / 4.8 eV
**Total energy**: -91767.3165 eV
**Highest occupied orbital energy (spin up / spin down)**: 1.49 / 0.07 eV

The geometry in ORCA input format:
```
! RIJCOSX wB97M-V def2-TZVPD def2/J DEFGRID3
* xyz -2 4
Co -0.1148 -0.0631 -1.2829
C -1.6529 0.6264 2.0316
N -0.7344 -0.4820 1.8826
C 0.3788 -0.3665 2.7916
C -1.4276 -1.7645 2.0286
C -2.4431 -2.0634 0.9395
C -3.7780 -2.1591 1.3142
C -4.8251 -2.2601 0.3911
C -4.4985 -2.2101 -0.9754
C -3.1872 -2.1074 -1.3895
C -2.0963 -2.0729 -0.4660
H -2.0911 0.6521 3.0526
H -2.4611 0.5442 1.3016
H -1.1283 1.5716 1.8529
H 0.0584 -0.3850 3.8537
H 0.9118 0.5726 2.6102
H 1.0815 -1.1875 2.6276
H -1.9546 -1.7702 3.0033
H -0.6617 -2.5399 2.0734
H -4.0159 -2.1134 2.3776
H -5.8558 -2.3123 0.7237
H -5.2939 -2.2406 -1.7174
H -2.9367 -2.0509 -2.4422
F -3.5702 4.9626 -1.9275
C -3.0494 4.5267 -0.7531
F -3.9446 3.7415 -0.1798
F -2.9476 5.6467 0.0377
C -1.6830 3.9330 -0.9563
C -0.6602 4.8330 -0.9431
C 0.6433 4.4094 -1.1126
C 0.8599 3.0453 -1.2599
N -0.0906 2.1535 -1.2997
C -1.4144 2.5401 -1.2076
S -2.5354 1.2828 -1.4344
H -0.8810 5.8813 -0.7795
H 1.4733 5.1020 -1.1114
H 1.8649 2.6466 -1.3469
C 3.7436 -2.6202 -0.3577
Si 3.6905 -0.7421 -0.5636
C 4.9544 -0.3999 -1.9339
C 4.5276 -0.1159 1.0229
C 2.1032 0.0284 -0.8615
H 4.7780 -2.9833 -0.2493
H 3.2825 -3.1245 -1.2201
H 3.1746 -2.9219 0.5356
H 5.9412 -0.8268 -1.7085
H 5.0687 0.6867 -2.0672
H 4.6124 -0.8137 -2.8963
H 5.5579 -0.4852 1.1338
H 3.9554 -0.4315 1.9111
H 4.5513 0.9842 1.0240
H 1.9185 0.7378 -0.0375
H 2.1906 0.6093 -1.7942
C 0.2692 -2.9336 -0.3483
C -0.7623 -1.9969 -0.9654
O -0.5362 -1.6368 -2.2721
H 0.8716 -3.3219 -1.1747
H -0.1983 -3.7823 0.1730
H 0.9670 -2.4320 0.3417
*
```

***

Entry 7:
C21H29FO21Pb | wB97M-V/def2-TZVPD

Output
**HOMO-LUMO gap (spin up / spin down)**: 8.5 / 4.0 eV
**Total energy**: -73203.8046 eV
**ΔE to the lowest compared entry with this formula, charge and spin**: 58.9 kJ/mol
**Highest occupied orbital energy (spin up / spin down)**: -10.23 / -10.21 eV

The geometry in ORCA input format:
```
! RIJCOSX wB97M-V def2-TZVPD def2/J DEFGRID3
* xyz 1 2
Pb 1.0478 -0.9708 -0.4892
O 3.5143 2.2077 -2.4875
C 2.8667 1.2423 -1.8048
O 2.7244 1.2809 -0.5826
O 2.3956 0.2494 -2.3306
H 3.6803 2.7613 -1.7209
O 1.9657 -5.1669 -1.4608
C 1.7762 -3.8824 -1.1384
O 0.7144 -3.5016 -0.6493
O 2.6085 -2.9668 -1.3197
H 2.9107 -5.1468 -1.6290
C -4.5744 -4.1055 -1.2411
C -4.4368 -3.0562 -0.1409
C -3.8210 -3.5105 1.1777
O -2.6212 -2.8024 1.2891
C -2.4275 -1.9647 0.3234
O -1.4645 -1.2469 0.2264
O -3.4944 -2.0803 -0.5647
H -4.5533 -3.5901 -2.2013
H -5.5842 -4.4699 -1.0525
H -3.8001 -4.8720 -1.2099
H -5.4184 -2.6207 0.0457
H -3.6091 -4.5744 1.2839
H -4.4214 -3.1298 2.0039
C -1.0604 5.0738 1.2290
C -1.1531 4.5525 -0.1873
C 0.1200 4.7743 -1.0240
O 0.4056 3.4849 -1.4164
C -0.4221 2.5684 -0.9803
O -0.3368 1.3679 -1.1244
O -1.3908 3.1751 -0.2027
H -0.1552 4.7126 1.7171
H -1.9050 4.6937 1.8036
H -0.8767 6.1471 1.1794
H -2.0281 5.0478 -0.6083
H 1.0073 5.0541 -0.4561
H -0.1192 5.4443 -1.8498
C -1.0271 -1.3853 -7.1730
C -1.2644 -0.7199 -5.7911
C -2.6346 -0.8996 -5.1666
O -2.3081 -1.0209 -3.7555
C -1.0213 -1.1983 -3.6041
O -0.4569 -1.3284 -2.5169
O -0.4080 -1.2103 -4.7142
H -0.8966 -2.4656 -7.1085
H -0.0949 -1.1468 -7.6850
H -1.8537 -1.1993 -7.8587
H -1.0897 0.3558 -5.8130
H -3.0781 -1.7776 -5.6363
H -3.3676 -0.1109 -5.3363
C -0.5210 0.9100 5.8480
C -0.3446 1.9611 4.6809
C 1.0902 2.4217 4.4069
O 1.2540 1.9514 3.0881
C 0.1991 1.2297 2.5782
O 0.2529 0.5482 1.5605
O -0.7600 1.2654 3.4950
H -0.2674 -0.1322 5.6542
H -1.5652 0.7708 6.1282
H -0.0561 1.2228 6.7829
H -1.0201 2.8072 4.8076
H 1.8330 1.9318 5.0363
H 1.1623 3.5061 4.4914
C 5.4462 -1.3069 3.7095
C 5.4267 0.1924 3.3912
O 4.2701 0.2739 2.6727
C 3.9641 -0.9022 2.1026
O 3.0304 -1.1823 1.2968
O 4.7766 -1.7962 2.6126
F 6.4311 0.5923 2.5918
H 4.8364 -1.4516 4.6014
H 6.4668 -1.6402 3.8972
H 5.5323 0.7550 4.3188
*
```

***

Entry 8:
C21H29N2O3RuSeTe | wB97M-V/def2-TZVPD

Output
**HOMO-LUMO gap (spin up / spin down)**: 7.9 / 5.8 eV
**Total energy**: -106561.6179 eV
**ΔE to the lowest compared entry with this formula, charge and spin**: 0.0 kJ/mol
**Highest occupied orbital energy (spin up / spin down)**: -16.82 / -16.87 eV

The geometry in ORCA input format:
```
! RIJCOSX wB97M-V def2-TZVPD def2/J DEFGRID3
* xyz 3 5
Ru -0.4399 0.0559 -1.1340
C -0.4532 3.2305 -1.4262
O -0.2977 2.0297 -0.6137
C -0.4848 2.2014 0.8224
C -1.5390 1.2268 1.2890
O -1.1087 -0.0860 0.8290
C -2.0990 -1.1493 0.9286
C -1.5507 -2.3094 0.1324
O -1.2115 -1.8324 -1.2043
C -1.8272 -2.5468 -2.3172
H 0.2547 3.9787 -1.0770
H -1.4767 3.5917 -1.3439
H -0.2269 2.9467 -2.4489
H -0.7943 3.2250 1.0289
H 0.4780 2.0142 1.2983
H -2.5148 1.4460 0.8491
H -1.6155 1.2247 2.3767
H -3.0417 -0.7854 0.5132
H -2.2359 -1.4215 1.9754
H -2.2913 -3.1043 0.0573
H -0.6374 -2.7085 0.5737
H -1.5820 -3.6026 -2.2275
H -1.3976 -2.1373 -3.2257
H -2.9043 -2.3913 -2.2941
Se 1.9076 -0.1963 -3.6637
N 0.2372 0.1833 -3.0753
C -0.4951 0.5581 -4.1228
C -1.8651 0.9375 -4.0966
C -2.4499 1.2953 -5.2709
C -1.7371 1.3013 -6.5185
C -0.4348 0.9456 -6.5867
C 0.2291 0.5595 -5.3763
N 1.4930 0.1936 -5.3160
H -2.4272 0.9385 -3.1680
H -3.4922 1.5875 -5.2771
H -2.2674 1.5975 -7.4129
H 0.1236 0.9401 -7.5124
C 8.8403 -2.3229 2.5127
C 7.4817 -1.9600 2.0469
C 7.2143 -1.7519 0.6762
C 5.9652 -1.4145 0.2299
C 5.6918 -1.1954 -1.2275
C 4.9285 -1.2798 1.2060
Te 3.0606 -0.7692 0.5788
C 5.1639 -1.4814 2.6024
C 4.0727 -1.2979 3.6127
C 6.4329 -1.8185 2.9843
H 9.5527 -2.4149 1.6981
H 8.8045 -3.2644 3.0690
H 9.2017 -1.5715 3.2219
H 8.0230 -1.8661 -0.0346
H 6.5881 -1.3584 -1.8217
H 5.3601 -0.1694 -1.4137
H 4.9294 -1.8907 -1.5920
H 3.1267 -1.7321 3.2738
H 3.9166 -0.2364 3.8199
H 4.3259 -1.7824 4.5532
H 6.6480 -1.9840 4.0332
*
```

***

Among the records above, which one has the highest total energy?
C21H29AuN3